No. 1
Here is one molecule with the formula C6H12O in a non-equilibrium geometry from the OMol25 dataset. Energies are from ωB97M-V/def2-TZVPD.

Calculated values
Calculated total energy: -8462.322 eV
HOMO level: -9.6 eV
Energy relative to the best compared isomer or geometry (same formula, charge and spin): 2.031 eV
Kohn-Sham gap: 10.5945 eV
LUMO energy: 0.0356 Eh
Structure (SMILES): CCCCCC=O

Each line ends with the Löwdin charge.
Element x y z (Å)
C: 0.1507 -1.0561 1.7192  -0.10
C: -0.7970 -1.2513 0.5446  -0.34
C: -1.2732 -0.0890 -0.1547  -0.24
C: -0.3335 0.1833 -1.3750  -0.19
C: 0.5982 1.4081 -1.1354  -0.16
C: 1.6610 1.2174 -0.0495  -0.22
O: 2.8275 1.5048 -0.2849  0.04
H: 0.4587 -2.0994 1.9777  0.09
H: -0.4291 -0.6868 2.5693  0.08
H: 0.9948 -0.4234 1.5287  0.02
H: -1.6906 -1.8842 0.9049  0.13
H: -0.3662 -2.0378 -0.0986  0.11
H: -1.3972 0.8587 0.5235  0.15
H: -2.2914 -0.3484 -0.5440  0.11
H: -0.9234 0.3306 -2.3130  0.11
H: 0.3517 -0.6649 -1.7097  0.13
H: 0.9438 1.7103 -2.1359  0.12
H: 0.1511 2.3109 -0.9346  0.08
H: 1.3642 1.0174 0.9673  0.09

Atoms 1-2, force components in eV/Å:
-0.95 -1.82 0.56
-0.68 -3.94 2.23



No. 2
Here is an isolated ion of composition ClO5P and charge -2 in a non-equilibrium geometry from the OMol25 dataset. Energies are from ωB97M-V/def2-TZVPD.

Calculated values
Calculated total energy: -32046.308 eV
HOMO level: 0.6 eV
Kohn-Sham gap: 5.6457 eV
LUMO energy: 0.2287 Eh
Total charge: -2
Structure (SMILES): O=P([O-])([O-])OOCl

Each line ends with the Löwdin charge.
Element x y z (Å)
O: -1.2630 1.3056 0.3245  -0.52
P: -0.0120 0.4590 0.6905  -0.01
O: 1.2701 1.2405 0.8908  -0.47
O: -0.2551 -0.7000 1.5758  -0.47
O: 0.6926 -0.2045 -0.8588  -0.39
O: -0.0919 -0.7736 -1.9630  -0.69
Cl: -1.3051 -1.6587 -1.2624  0.54

Atoms 1-2, force components in eV/Å:
1.37 -1.19 0.10
-0.78 2.99 -1.13



No. 3
Here is one molecule with the formula C2H2N4O2 in a non-equilibrium geometry from the OMol25 dataset. Energies are from ωB97M-V/def2-TZVPD.

Calculated values
Calculated total energy: -12156.102 eV
HOMO level: -10.1 eV
Energy relative to the best compared isomer or geometry (same formula, charge and spin): 6.645 eV
Kohn-Sham gap: 9.6750 eV
LUMO energy: -0.0162 Eh
Structure (SMILES): [H]/N=c1/onnn1C=O

Each line ends with the Löwdin charge.
Element x y z (Å)
H: 1.6145 -0.8492 -1.9561  0.13
N: 0.4485 -0.8164 -1.9693  0.09
C: -0.0523 -0.6703 -0.7757  -0.43
O: -1.4622 -0.9507 -0.7466  -0.02
N: -1.6663 -0.8816 0.6739  0.04
N: -0.7499 -0.2209 1.3569  0.04
N: 0.4002 -0.0346 0.5267  -0.01
C: 1.2229 1.3990 0.1771  -0.16
O: 1.5729 2.0489 1.0561  0.14
H: 1.4482 1.3668 -1.0458  0.18

Atoms 1-2, force components in eV/Å:
-4.00 0.52 0.18
3.76 -0.26 2.87



No. 4
Here is a 4-piece molecular cluster, C39H38BrClO12P2S overall from the OMol25 dataset. Energies are from ωB97M-V/def2-TZVPD.

Calculated values
Calculated total energy: -177604.833 eV
HOMO level: -8.9 eV
Kohn-Sham gap: 6.6125 eV
LUMO energy: -0.0824 Eh
Structure (SMILES): C[C@H](Cl)Cc1c(C[C@@H](C)Br)c([PH2]=S)c2c(c1CCCCOC=O)C(=O)C(P(O)O)=CC2=O.O=C1C=CC(=O)C=C1.O=C1C=CC(=O)C=C1.O=C1C=CC(=O)C=C1

Each line ends with the Löwdin charge.
Element x y z (Å)
C: 0.2849 -3.9537 0.6746  -0.11
C: 1.2044 -3.0651 1.4981  -0.67
Cl: 0.3198 -2.3949 2.9023  0.70
C: 1.9050 -1.9803 0.6437  -0.16
C: 2.0453 -0.6040 1.2452  -0.16
C: 3.2506 -0.2213 1.8466  -0.22
C: 4.3664 -1.2227 1.9981  -0.20
C: 5.4219 -1.3225 0.8613  -0.68
C: 5.6915 -2.7651 0.4072  -0.13
Br: 4.9659 -0.2275 -0.7013  0.71
C: 3.4180 1.0854 2.3218  -0.27
P: 5.0076 1.5454 3.0706  0.41
S: 5.4128 0.8439 4.8407  0.15
C: 2.3696 1.9958 2.1985  -0.08
C: 1.1604 1.6078 1.6067  -0.01
C: 0.9804 0.2995 1.1357  -0.10
C: -0.2990 -0.0830 0.4426  -0.14
C: -0.3611 0.5327 -0.9588  -0.16
C: -1.5800 0.0380 -1.7633  -0.13
C: -2.4608 1.1789 -2.2913  -0.15
O: -3.8378 0.9841 -1.9198  -0.05
C: -4.2118 1.5168 -0.7442  -0.34
O: -5.1424 1.1031 -0.1220  0.09
C: 0.0921 2.6564 1.4912  -0.33
O: -1.0940 2.4347 1.5585  0.11
C: 0.5796 4.0597 1.3123  -0.24
P: -0.4627 5.2630 0.3723  0.89
O: 0.7464 6.2873 -0.0518  -0.29
O: -0.6610 4.3567 -0.9873  -0.31
C: 1.7174 4.4140 1.9202  0.03
C: 2.4566 3.3966 2.7130  -0.34
O: 3.0636 3.6847 3.7154  0.09
H: -0.3265 -3.3575 -0.0038  0.07
H: -0.3707 -4.5450 1.3066  0.07
H: 0.8980 -4.6154 0.0609  0.09
H: 1.9820 -3.6906 1.9318  0.09
H: 1.4088 -1.8917 -0.3227  0.12
H: 2.8965 -2.3682 0.4154  0.10
H: 3.9493 -2.2169 2.1322  0.10
H: 4.8978 -1.0013 2.9250  0.05
H: 6.3515 -0.8929 1.2195  0.06
H: 5.3981 -2.9243 -0.6266  0.05
H: 5.1496 -3.4787 1.0268  0.07
H: 6.7502 -3.0061 0.4892  0.08
H: 5.1049 2.9299 2.9700  -0.01
H: 5.9065 1.1258 2.0817  -0.02
H: -0.3958 -1.1628 0.3605  0.08
H: -1.1475 0.2512 1.0351  0.12
H: -0.4103 1.6135 -0.8717  0.08
H: 0.5612 0.2763 -1.4820  0.12
H: -2.2052 -0.5951 -1.1324  0.12
H: -1.2406 -0.5653 -2.6042  0.11
H: -2.4576 1.2069 -3.3787  0.13
H: -2.1190 2.1472 -1.9189  0.10
H: -3.6153 2.3856 -0.4250  0.15
H: 1.5035 5.8217 -0.4321  0.05
H: 0.1656 3.9018 -1.2142  0.01
H: 2.1032 5.4255 1.8903  0.12
O: -6.1274 -1.8374 -4.7268  0.10
C: -6.9227 -0.9726 -4.4256  -0.38
C: -6.6701 -0.0514 -3.2899  0.03
C: -7.5434 0.8985 -2.9660  0.03
C: -8.8041 1.0799 -3.7274  -0.39
O: -9.5999 1.9473 -3.4390  0.10
C: -9.0575 0.1555 -4.8638  0.02
C: -8.1860 -0.7951 -5.1876  0.02
H: -5.7482 -0.1983 -2.7443  0.10
H: -7.3814 1.5764 -2.1372  0.12
H: -9.9844 0.3062 -5.4026  0.12
H: -8.3470 -1.4792 -6.0113  0.12
O: 1.5484 -6.1303 4.5790  0.10
C: 0.5639 -6.1868 5.2859  -0.38
C: -0.5148 -5.1730 5.1818  0.01
C: -1.6018 -5.2422 5.9454  0.03
C: -1.7786 -6.3332 6.9373  -0.39
O: -2.7677 -6.4000 7.6332  0.11
C: -0.6943 -7.3444 7.0443  0.02
C: 0.3910 -7.2773 6.2787  0.02
H: -0.3514 -4.3901 4.4514  0.05
H: -2.4029 -4.5161 5.8873  0.12
H: -0.8458 -8.1288 7.7748  0.12
H: 1.1923 -8.0031 6.3358  0.12
O: 2.8353 5.5637 -7.3079  0.12
C: 2.4734 5.0115 -6.2947  -0.38
C: 1.0347 4.7458 -6.0308  0.03
C: 0.6394 4.1388 -4.9154  0.03
C: 1.6194 3.7049 -3.8927  -0.37
O: 1.2558 3.1483 -2.8733  0.07
C: 3.0550 3.9666 -4.1497  0.02
C: 3.4525 4.5730 -5.2646  0.03
H: 0.3409 5.0756 -6.7932  0.13
H: -0.4016 3.9379 -4.6957  0.12
H: 3.7472 3.6350 -3.3856  0.12
H: 4.4938 4.7761 -5.4795  0.13

Atoms 1-2, force components in eV/Å:
0.12 0.21 -0.17
0.22 -0.23 -0.21